# C36H76N4O4

4 unconnected molecules or ions with the total composition C36H76N4O4 at a distorted geometry (ωB97M-V/def2-TZVPD, OMol25).

Each atom is followed by the atoms it is bonded to, with distances in Å.
Element x y z (Å)
1 C 0.561 1.304 3.710  C2 1.595, H12 1.090, H13 1.090, H14 1.090
2 C 1.252 0.761 2.379  C1 1.595, C3 1.531, C4 1.550, N10 1.493
3 C 2.715 0.400 2.649  C2 1.531, H15 1.090, H16 1.090, H17 1.090
4 C 0.472 -0.513 1.962  C2 1.550, C5 1.516, H18 1.090, H19 1.090
5 C 0.646 -1.049 0.555  C4 1.516, C6 1.646, H20 1.090, H21 1.090
6 C 0.235 0.261 -0.352  C5 1.646, C7 1.511, H22 1.090, H23 1.090
7 C 1.173 1.435 -0.198  C6 1.511, C8 1.537, C9 1.567, N10 1.530
8 C 2.565 1.166 -0.793  C7 1.537, H24 1.090, H25 1.090, H26 1.090
9 C 0.568 2.647 -0.987  C7 1.567, H27 1.090, H28 1.090, H29 1.090
10 N 1.109 1.775 1.292  C2 1.493, C7 1.530, O11 1.385
11 O 1.515 3.050 1.653  N10 1.385, H30 0.960
12 H -0.010 0.622 4.341  C1 1.090
13 H 1.200 2.023 4.223  C1 1.090
14 H -0.312 1.789 3.272  C1 1.090
15 H 3.363 0.519 1.781  C3 1.090
16 H 3.126 1.029 3.438  C3 1.090
17 H 2.875 -0.606 3.035  C3 1.090
18 H 0.568 -1.333 2.674  C4 1.090
19 H -0.576 -0.224 2.046  C4 1.090
20 H 1.655 -1.420 0.375  C5 1.090
21 H 0.028 -1.885 0.226  C5 1.090
22 H -0.793 0.542 -0.125  C6 1.090
23 H 0.210 -0.030 -1.402  C6 1.090
24 H 3.222 1.969 -0.458  C8 1.090
25 H 2.346 1.218 -1.859  C8 1.090
26 H 2.923 0.165 -0.553  C8 1.090
27 H 1.368 3.374 -0.845  C9 1.090
28 H -0.366 3.019 -0.567  C9 1.090
29 H 0.396 2.493 -2.052  C9 1.090
30 H 2.407 2.855 1.952  O11 0.960
31 C 0.005 0.127 -6.098  C32 1.552, H42 1.090, H43 1.090, H44 1.090
32 C 0.485 1.593 -6.268  C31 1.552, C33 1.481, C34 1.632, N40 1.481
33 C 1.531 1.980 -5.293  C32 1.481, H45 1.090, H46 1.090, H47 1.090
34 C 1.275 1.732 -7.689  C32 1.632, C35 1.499, H48 1.090, H49 1.090
35 C 0.471 1.810 -8.952  C34 1.499, C36 1.481, H50 1.090, H51 1.090
36 C -0.519 2.900 -8.796  C35 1.481, C37 1.630, H52 1.090, H53 1.090
37 C -1.468 2.905 -7.471  C36 1.630, C38 1.503, C39 1.495, N40 1.544
38 C -1.966 4.321 -7.410  C37 1.503, H54 1.090, H55 1.090, H56 1.090
39 C -2.531 1.860 -7.583  C37 1.495, H57 1.090, H58 1.090, H59 1.090
40 N -0.611 2.589 -6.226  C32 1.481, C37 1.544, O41 1.362
41 O -1.299 2.615 -5.051  N40 1.362, H60 0.960
42 H 0.101 -0.319 -7.087  C31 1.090
43 H 0.691 -0.545 -5.582  C31 1.090
44 H -0.977 -0.100 -5.684  C31 1.090
45 H 2.287 2.687 -5.636  C33 1.090
46 H 1.147 2.411 -4.369  C33 1.090
47 H 2.096 1.096 -4.996  C33 1.090
48 H 1.915 2.613 -7.740  C34 1.090
49 H 1.875 0.854 -7.928  C34 1.090
50 H 1.103 1.915 -9.833  C35 1.090
51 H 0.001 0.850 -9.163  C35 1.090
52 H -1.198 2.796 -9.642  C36 1.090
53 H -0.066 3.882 -8.934  C36 1.090
54 H -2.443 4.759 -8.287  C38 1.090
55 H -1.140 5.032 -7.385  C38 1.090
56 H -2.630 4.509 -6.565  C38 1.090
57 H -3.036 2.112 -8.515  C39 1.090
58 H -3.102 1.742 -6.661  C39 1.090
59 H -2.225 0.831 -7.773  C39 1.090
60 H -1.219 3.528 -4.766  O41 0.960
61 C -0.090 -5.019 -0.604  C62 1.561, H72 1.090, H73 1.090, H74 1.090
62 C -1.318 -4.808 -1.544  C61 1.561, C63 1.518, C64 1.622, N70 1.419
63 C -2.474 -4.502 -0.608  C62 1.518, H75 1.090, H76 1.090, H77 1.090
64 C -1.025 -3.517 -2.479  C62 1.622, C65 1.531, H78 1.090, H79 1.090
65 C -0.040 -3.719 -3.633  C64 1.531, C66 1.545, H80 1.090, H81 1.090
66 C -0.587 -4.970 -4.358  C65 1.545, C67 1.529, H82 1.090, H83 1.090
67 C -0.960 -6.248 -3.607  C66 1.529, C68 1.549, C69 1.567, N70 1.544
68 C -1.763 -7.206 -4.523  C67 1.549, H84 1.090, H85 1.090, H86 1.090
69 C 0.427 -6.869 -3.226  C67 1.567, H87 1.090, H88 1.090, H89 1.090
70 N -1.745 -5.917 -2.320  C62 1.419, C67 1.544, O71 1.407
71 O -2.027 -7.134 -1.672  N70 1.407, H90 0.960
72 H 0.160 -4.129 -0.027  C61 1.090
73 H -0.167 -5.750 0.200  C61 1.090
74 H 0.697 -5.451 -1.223  C61 1.090
75 H -3.439 -4.554 -1.113  C63 1.090
76 H -2.702 -5.282 0.118  C63 1.090
77 H -2.341 -3.516 -0.163  C63 1.090
78 H -1.804 -2.846 -2.840  C64 1.090
79 H -0.459 -2.887 -1.793  C64 1.090
80 H -0.010 -2.822 -4.252  C65 1.090
81 H 1.020 -3.748 -3.379  C65 1.090
82 H -0.116 -5.007 -5.341  C66 1.090
83 H -1.507 -4.612 -4.820  C66 1.090
84 H -1.248 -7.432 -5.456  C68 1.090
85 H -2.564 -6.573 -4.907  C68 1.090
86 H -2.164 -8.046 -3.956  C68 1.090
87 H 0.628 -7.656 -3.953  C69 1.090
88 H 0.362 -7.485 -2.329  C69 1.090
89 H 1.243 -6.157 -3.102  C69 1.090
90 H -2.767 -7.445 -2.199  O71 0.960
91 C 0.300 3.117 6.683  C92 1.539, H102 1.090, H103 1.090, H104 1.090
92 C -0.548 2.199 7.581  C91 1.539, C93 1.522, C94 1.531, N100 1.519
93 C -1.942 2.156 6.972  C92 1.522, H105 1.090, H106 1.090, H107 1.090
94 C -0.039 0.754 7.582  C92 1.531, C95 1.570, H108 1.090, H109 1.090
95 C 1.353 0.737 8.308  C94 1.570, C96 1.494, H110 1.090, H111 1.090
96 C 1.270 1.161 9.738  C95 1.494, C97 1.555, H112 1.090, H113 1.090
97 C 0.555 2.528 9.931  C96 1.555, C98 1.564, C99 1.540, N100 1.463
98 C 0.089 2.710 11.413  C97 1.564, H114 1.090, H115 1.090, H116 1.090
99 C 1.561 3.665 9.675  C97 1.540, H117 1.090, H118 1.090, H119 1.090
100 N -0.602 2.622 9.039  C92 1.519, C97 1.463, O101 1.428
101 O -1.306 3.860 9.154  N100 1.428, H120 0.960
102 H 0.450 4.153 6.984  C91 1.090
103 H 1.283 2.816 6.320  C91 1.090
104 H -0.210 3.235 5.726  C91 1.090
105 H -2.474 1.491 7.652  C93 1.090
106 H -2.514 3.079 7.068  C93 1.090
107 H -2.012 1.650 6.009  C93 1.090
108 H -0.654 0.332 8.378  C94 1.090
109 H -0.290 0.151 6.710  C94 1.090
110 H 1.874 -0.216 8.215  C95 1.090
111 H 1.983 1.466 7.799  C95 1.090
112 H 2.214 1.121 10.281  C96 1.090
113 H 0.698 0.356 10.199  C96 1.090
114 H 0.707 2.388 12.251  C98 1.090
115 H -0.771 2.041 11.377  C98 1.090
116 H -0.426 3.615 11.738  C98 1.090
117 H 1.120 4.657 9.781  C99 1.090
118 H 2.088 3.503 8.735  C99 1.090
119 H 2.268 3.806 10.492  C99 1.090
120 H -2.237 3.707 9.329  O101 0.960

Values from the calculation:
E (eV): -52704.8385
Maximum force (eV/A): 4.652
Gap between HOMO and LUMO (eV): 8.58
Energy relative to the best compared isomer or geometry (same formula, charge and spin) (eV): 5.600